Record 1
Formula: C5H11NO2
Source: the OMol25 dataset
Level of theory: the ωB97M-V functional and the def2-TZVPD basis

## Properties
- calculated total energy (Eh) = -402.26536
- SMILES string = CO[C@@](C)(O)[C@@H]1CN1
- highest occupied orbital energy (eV) = -8.94
- LUMO level (Ha) = 0.0291
- orbital gap (Eh) = 0.35769

Each line ends with the natural charge from an NBO analysis.
Cartesian coordinates (Å):
C  1.153  1.151  -1.795  -0.258
O  1.075  0.000  -0.991  -0.623
C  0.406  0.103  0.479  0.526
C  0.751  -1.203  1.164  -0.661
O  0.850  1.219  1.157  -0.694
C  -0.953  0.364  -0.040  -0.100
C  -2.102  -0.531  0.606  -0.262
N  -1.726  -0.580  -0.784  -0.585
H  0.231  1.284  -2.375  0.164
H  1.322  2.055  -1.195  0.172
H  1.994  1.017  -2.479  0.188
H  0.427  -1.180  2.203  0.228
H  1.831  -1.335  1.115  0.231
H  0.300  -2.049  0.653  0.225
H  1.760  1.075  1.446  0.481
H  -1.189  1.414  -0.169  0.221
H  -3.035  -0.024  0.812  0.193
H  -1.891  -1.374  1.250  0.190
H  -1.203  -1.406  -1.056  0.364


Record 2
Formula: C12H9IrN6O2S2
Source: the OMol25 dataset
Level of theory: the ωB97M-V functional and the def2-TZVPD basis

## Properties
- calculated total energy (Eh) = -1842.21410
- expectation value of S² = 0.777
- highest occupied orbital energy (alpha / beta) (eV) = -11.76 / -11.84
- total charge = +1
- LUMO level (alpha / beta) (Ha) = -0.1808 / -0.2281
- orbital gap (alpha / beta) (Eh) = 0.25124 / 0.20701
- multiplicity = 2

Each line ends with the Löwdin spin population.
Cartesian coordinates (Å):
Ir  0.079  1.164  0.746  0.265
S  -0.841  -0.711  -0.112  0.243
C  -0.147  -0.735  -1.684  0.067
C  -0.688  -1.549  -2.694  0.009
C  -0.093  -1.593  -3.930  0.020
C  -0.663  -2.417  -4.958  0.001
N  -1.120  -3.090  -5.767  0.007
C  1.075  -0.824  -4.194  0.025
C  1.619  -0.036  -3.211  0.004
C  1.011  0.018  -1.945  0.073
S  1.763  0.894  -0.679  0.249
C  1.688  -0.864  -5.491  0.002
N  2.177  -0.887  -6.529  0.011
H  -1.578  -2.133  -2.504  0.000
H  2.510  0.543  -3.415  0.000
N  -0.549  -2.251  6.357  -0.001
C  -0.620  -1.845  5.095  -0.001
N  -1.268  -2.591  4.196  0.000
N  -0.020  -0.688  4.808  -0.003
C  -0.035  -0.199  3.628  -0.002
N  0.024  0.283  2.571  0.010
H  -0.938  -3.122  6.671  0.000
H  -0.045  -1.676  7.012  0.000
H  -1.731  -3.445  4.452  0.000
H  -1.331  -2.293  3.237  0.000
C  -0.095  4.932  -0.444  0.001
C  0.047  3.540  0.044  0.009
O  0.714  3.205  1.060  0.007
O  -0.532  2.568  -0.585  0.004
H  0.415  5.619  0.225  0.000
H  -1.154  5.181  -0.511  0.000
H  0.326  5.000  -1.447  0.000


Record 3
Formula: C3H5Cl2NO2
Source: the OMol25 dataset
Level of theory: the ωB97M-V functional and the def2-TZVPD basis

## Properties
- calculated total energy (Eh) = -1242.70656
- highest occupied orbital energy (alpha / beta) (eV) = -10.68 / -9.25
- LUMO level (alpha / beta) (Ha) = -0.0953 / -0.1336
- orbital gap (alpha / beta) (Eh) = 0.29731 / 0.20622

Each line ends with the natural charge from an NBO analysis.
Cartesian coordinates (Å):
C  1.679  -0.316  -0.539  -0.610
C  0.626  0.220  0.442  -0.526
C  -0.666  0.576  -0.084  0.209
N  -1.882  0.397  0.727  0.450
O  -2.912  0.651  0.183  -0.312
O  -1.639  0.115  1.931  -0.378
Cl  -1.008  1.051  -1.601  0.251
Cl  -1.674  -2.101  -0.781  -0.334
H  1.903  0.472  -1.262  0.211
H  1.342  -1.146  -1.171  0.243
H  2.613  -0.645  0.003  0.232
H  0.966  1.309  0.915  0.264
H  0.649  -0.582  1.238  0.301


Record 4
Formula: C3H8N2
Source: the OMol25 dataset
Level of theory: the ωB97M-V functional and the def2-TZVPD basis

## Properties
- calculated total energy (Eh) = -228.55252
- SMILES string = C=CN.C=N
- highest occupied orbital energy (eV) = -7.76
- LUMO level (Ha) = 0.0363
- orbital gap (Eh) = 0.32154

Each line ends with the natural charge from an NBO analysis.
Cartesian coordinates (Å):
C  -2.311  0.444  1.644  -0.557
C  -2.144  -0.140  0.456  0.022
N  -1.025  -0.248  -0.339  -0.827
H  -1.510  1.024  2.157  0.186
H  -3.265  0.518  2.163  0.206
H  -2.961  -0.686  0.016  0.176
H  -0.167  0.174  0.007  0.405
H  -0.995  -0.993  -1.006  0.384
C  2.915  -0.220  -1.357  -0.041
N  2.286  0.212  -0.336  -0.607
H  3.873  0.139  -1.757  0.160
H  2.381  -1.016  -1.862  0.161
H  2.922  0.791  0.213  0.332


Record 5
Formula: CHN2O4
Source: the OMol25 dataset
Level of theory: the ωB97M-V functional and the def2-TZVPD basis

## Properties
- calculated total energy (Eh) = -449.13368
- SMILES string = O=C([O-])/N=[N+](\[O-])O
- highest occupied orbital energy (eV) = -4.80
- total charge = -1
- LUMO level (Ha) = 0.1442
- orbital gap (Eh) = 0.32064

Each line ends with the natural charge from an NBO analysis.
Cartesian coordinates (Å):
O  -1.706  -1.044  1.261  -0.729
C  -0.514  -0.754  1.306  0.844
O  0.313  -0.617  2.190  -0.720
N  -0.005  -0.440  -0.071  -0.353
N  0.292  0.692  -0.483  0.558
O  0.332  1.775  -0.009  -0.423
O  0.744  0.627  -1.931  -0.646
H  0.545  -0.239  -2.263  0.468


Record 6
Formula: C3H3Cl2O4
Source: the OMol25 dataset
Level of theory: the ωB97M-V functional and the def2-TZVPD basis

## Properties
- calculated total energy (Eh) = -1337.38683
- expectation value of S² = 2.006
- highest occupied orbital energy (alpha / beta) (eV) = -0.37 / -5.76
- total charge = -1
- LUMO level (alpha / beta) (Ha) = 0.1282 / 0.0483
- orbital gap (alpha / beta) (Eh) = 0.14160 / 0.25989
- multiplicity = 3

Each line ends with the Löwdin spin population.
Cartesian coordinates (Å):
C  1.652  1.142  0.022  0.262
C  1.499  -0.844  0.077  0.487
C  0.420  -1.565  -0.638  0.313
O  2.814  1.395  0.165  0.224
O  0.592  1.644  -0.061  0.154
O  0.592  -1.749  -1.821  0.271
O  -0.800  -1.531  -0.051  0.073
Cl  1.177  -0.929  1.787  0.171
Cl  -1.986  2.618  1.066  0.011
H  2.370  -1.422  -0.256  0.022
H  -0.818  2.426  0.939  0.005
H  -1.537  -1.856  -0.628  0.007